No. 1
Density functional theory data (ωB97M-V/def2-TZVPD) for a cluster of 2 separate species, C6H16ClNSi in total.

Calculated values
relative energy (zero: lowest compared OMol25 entry of this formula, charge and spin)	0.0	kJ/mol
multiplicity	3

Last column: Löwdin charge in e.
Cartesian coordinates (Å):
C: 1.02867 -0.04228 -2.73446  -0.10
C: -1.01525 -2.20741 -0.23129  -0.13
C: -2.01270 1.89602 1.15343  -0.21
C: 1.87007 0.66032 2.62271  -0.22
C: 0.05695 -1.27476 -2.44035  -0.28
C: 0.20273 -1.76325 -1.05038  -0.20
N: -0.85251 1.38993 1.86661  -0.29
Si: 0.61397 0.90943 1.13339  0.21
Cl: 1.10818 2.60036 0.14028  0.31
H: 0.60285 0.86620 -2.47784  0.01
H: 1.33132 0.01405 -3.81806  0.09
H: 1.72956 -0.24405 -1.96145  0.03
H: -1.66128 -2.95888 -0.69694  0.07
H: -0.61909 -2.77547 0.62361  0.06
H: -1.49257 -1.31135 0.09590  0.03
H: -2.87809 1.21979 1.18259  0.06
H: -2.38268 2.84861 1.68352  0.10
H: -1.68173 2.00656 0.06802  0.07
H: 1.93247 1.58161 2.97221  -0.06
H: 1.47277 0.01652 3.38096  0.01
H: 2.91370 0.51133 2.33573  0.03
H: -0.99103 -0.96116 -2.83922  0.14
H: 0.41444 -1.90634 -3.19715  0.07
H: 1.20988 -1.88490 -0.54448  0.10
H: -0.90062 0.80912 2.73266  0.08

=====

No. 2
Density functional theory data (ωB97M-V/def2-TZVPD) for a cluster of 7 separate species, C22H58O12 in total.

Calculated values
structure (SMILES)	COCCOC.COCCOC.COCCOC.COCCOC.COCCOC.CO.CO
relative energy (zero: lowest compared OMol25 entry of this formula, charge and spin)	441.0	kJ/mol
multiplicity	1

Last column: Löwdin charge in e.
Cartesian coordinates (Å):
C: 2.38111 -5.04993 0.96154  -0.21
O: 1.32612 -4.19582 1.19913  -0.12
H: 3.17842 -4.64255 0.32227  0.09
H: 2.86541 -5.35436 1.89064  0.05
H: 2.09761 -5.98129 0.44643  0.07
H: 1.31053 -3.52018 0.49211  0.04
C: 0.21073 -1.29969 -0.88646  -0.16
O: 0.90013 -2.49972 -0.97171  -0.14
H: -0.20505 -1.00724 -1.85680  0.08
H: -0.68127 -1.40609 -0.24434  0.09
H: 0.83453 -0.53494 -0.44835  0.07
H: 0.30370 -3.13003 -1.43792  0.06
C: 0.76727 3.64142 0.07997  -0.10
O: 1.63110 3.85665 -1.03325  -0.19
C: 0.96516 4.01592 -2.27525  -0.21
C: 1.82726 4.93580 -3.10784  -0.20
O: 1.05079 5.45201 -4.18152  -0.18
C: 1.75202 6.32890 -5.00532  -0.13
H: 1.38293 3.77103 0.96996  0.09
H: 0.28543 2.65714 0.06476  0.07
H: -0.00630 4.42504 0.12421  0.09
H: -0.03700 4.43013 -2.11549  0.13
H: 0.87111 3.02778 -2.74163  0.12
H: 2.71480 4.41271 -3.48477  0.13
H: 2.13428 5.76540 -2.45278  0.13
H: 1.46706 7.37620 -4.80813  0.09
H: 1.60346 6.11778 -6.06109  0.08
H: 2.83211 6.34001 -4.78859  0.09
C: 0.02989 1.19253 3.09809  -0.13
O: 0.23949 1.70813 4.36681  -0.20
C: -0.95680 2.00075 5.05850  -0.21
C: -0.65000 2.80702 6.30295  -0.22
O: -0.13549 2.05781 7.36796  -0.17
C: 1.15400 1.55225 7.14385  -0.11
H: -0.63059 1.83879 2.50055  0.08
H: -0.48162 0.21353 3.16616  0.10
H: 0.94797 0.96460 2.57278  0.07
H: -1.51462 1.09881 5.33877  0.14
H: -1.56689 2.66201 4.41513  0.13
H: -1.61832 3.14738 6.67743  0.13
H: -0.02110 3.66624 6.05024  0.13
H: 1.09472 0.64831 6.52761  0.08
H: 1.58478 1.28660 8.10564  0.09
H: 1.82361 2.24096 6.62011  0.09
C: 3.13792 -3.89611 4.17105  -0.11
O: 2.92893 -2.62093 4.74742  -0.18
C: 2.41393 -1.53505 3.98076  -0.19
C: 3.17700 -1.16265 2.74624  -0.24
O: 4.44036 -0.67737 3.05503  -0.15
C: 4.99782 -0.01520 1.95919  -0.12
H: 2.25573 -4.40954 3.78774  0.08
H: 3.50530 -4.45498 5.03700  0.09
H: 3.96842 -3.90429 3.45755  0.08
H: 2.36313 -0.72114 4.71634  0.12
H: 1.34461 -1.72890 3.78676  0.13
H: 2.55379 -0.45729 2.17925  0.11
H: 3.28591 -2.07216 2.13550  0.12
H: 6.06116 0.12613 2.10226  0.09
H: 4.48327 0.94386 1.78016  0.09
H: 4.83084 -0.57539 1.02159  0.09
C: -2.15129 -3.99382 -2.55590  -0.08
O: -0.75953 -4.22578 -2.40251  -0.21
C: -0.24723 -5.08304 -3.38353  -0.19
C: -0.64827 -4.84389 -4.82676  -0.24
O: -1.86646 -5.46056 -5.10879  -0.19
C: -2.10331 -5.72937 -6.49263  -0.08
H: -2.50789 -3.28676 -1.80065  0.09
H: -2.71508 -4.92324 -2.42579  0.10
H: -2.41187 -3.51766 -3.50478  0.09
H: -0.51273 -6.11909 -3.11891  0.14
H: 0.84328 -5.07189 -3.32777  0.13
H: 0.16839 -5.18782 -5.46887  0.12
H: -0.73808 -3.75220 -4.98448  0.14
H: -2.63392 -6.67520 -6.57572  0.09
H: -1.16759 -5.78502 -7.06305  0.08
H: -2.69887 -4.92994 -6.95473  0.09
C: -1.98857 1.81919 -2.47287  -0.14
O: -2.83732 2.81786 -2.88497  -0.16
C: -4.18141 2.44617 -2.75104  -0.20
C: -4.74199 2.98134 -1.45422  -0.24
O: -5.97846 2.39299 -1.21097  -0.18
C: -6.37961 2.55847 0.13111  -0.11
H: -2.30333 1.44397 -1.48807  0.09
H: -0.97569 2.19305 -2.29273  0.05
H: -1.80735 0.98873 -3.16696  0.09
H: -4.33904 1.36576 -2.81582  0.13
H: -4.74645 2.90763 -3.56311  0.13
H: -4.84895 4.08145 -1.50884  0.13
H: -4.05999 2.88145 -0.58969  0.12
H: -7.34107 2.07951 0.28063  0.09
H: -6.50300 3.63142 0.34675  0.09
H: -5.62796 2.13951 0.80949  0.09

=====

No. 3
Density functional theory data (ωB97M-V/def2-TZVPD) for the ion C5H9N4S with charge +1.

Calculated values
total charge	+1
relative energy (zero: lowest compared OMol25 entry of this formula, charge and spin)	208.9	kJ/mol
multiplicity	1

Last column: Löwdin charge in e.
Cartesian coordinates (Å):
C: -0.26914 1.94372 1.90154  -0.13
C: 0.85786 0.69035 0.37112  -0.51
C: -0.08186 -0.92661 -1.10076  -0.14
C: -1.56397 0.67645 0.43103  -0.11
C: -0.34707 -0.23365 0.31319  -0.20
N: 0.82829 1.68769 1.25391  0.09
N: 1.36056 -1.20160 -0.99935  -0.50
N: -1.41897 1.53995 1.49668  0.07
N: 2.08952 -2.07072 -1.84268  0.03
S: 2.19764 0.23030 -0.54210  1.19
H: -0.03903 2.64449 2.70370  0.17
H: -0.58969 -1.90682 -1.08981  0.14
H: -0.53052 -0.37244 -1.86507  0.10
H: -1.53031 1.41689 -0.50426  0.20
H: -2.43626 0.15978 0.53749  0.12
H: -0.29785 -1.01687 0.99068  0.14
H: -2.22303 1.89124 2.01971  0.19
H: 1.77901 -2.21666 -2.74310  0.06
H: 2.21482 -2.93549 -1.33192  0.10

=====

No. 4
Density functional theory data (ωB97M-V/def2-TZVPD) for a cluster of 2 separate species, C2H4N in total.

Calculated values
total charge	+1
relative energy (zero: lowest compared OMol25 entry of this formula, charge and spin)	589.6	kJ/mol
multiplicity	1

Last column: Löwdin charge in e.
Cartesian coordinates (Å):
C: 2.28399 -0.06950 -0.01047  0.10
C: 1.11168 0.05961 0.07277  0.23
N: -1.45384 0.04374 -0.00204  0.24
H: 3.38272 -0.29954 -0.16170  0.12
H: -1.93918 -0.82227 0.18297  0.09
H: -1.63125 0.46711 -0.90328  0.09
H: -1.75411 0.62085 0.82175  0.12

=====

No. 5
Density functional theory data (ωB97M-V/def2-TZVPD) for a cluster of 12 separate species, H24O12 in total.

Calculated values
total charge	-1
relative energy (zero: lowest compared OMol25 entry of this formula, charge and spin)	107.4	kJ/mol
multiplicity	2

Last column: Löwdin charge in e.
Cartesian coordinates (Å):
O: 9.73488 -5.84052 -17.21444  -0.06
H: 9.69385 -6.23092 -16.34143  0.02
H: 10.66911 -5.70569 -17.37337  0.00
O: 15.09760 -8.66152 -19.29287  -0.14
H: 16.00664 -8.67350 -18.99331  0.04
H: 14.69916 -7.92997 -18.82136  -0.04
O: 14.17741 -7.82073 -16.38551  -0.21
H: 14.28232 -7.53861 -15.47687  0.00
H: 14.46673 -8.73316 -16.38843  -0.02
O: 15.02954 -9.26694 -21.98404  -0.08
H: 15.56513 -10.02173 -21.73976  0.03
H: 14.92753 -8.77191 -21.17116  -0.03
O: 12.84778 -10.47351 -19.88219  -0.07
H: 13.57055 -9.84615 -19.86615  -0.03
H: 13.06878 -11.11163 -19.20381  0.02
O: 12.78433 -7.16084 -23.01921  -0.05
H: 13.72456 -7.05194 -22.87661  0.03
H: 12.63471 -8.10159 -22.92520  0.04
O: 14.83587 -6.08850 -18.52222  -0.15
H: 15.13937 -6.07485 -17.61452  0.01
H: 15.46733 -5.54596 -18.99460  0.04
O: 11.43839 -9.68591 -17.06324  -0.08
H: 12.21823 -10.02587 -16.62448  0.00
H: 11.65264 -8.77425 -17.26122  -0.01
O: 10.99515 -5.26984 -21.55253  -0.06
H: 10.46406 -5.66352 -22.24477  0.03
H: 11.88744 -5.56165 -21.73932  -0.02
O: 12.50960 -7.46822 -19.40732  -0.06
H: 13.01186 -6.96111 -20.04514  0.01
H: 12.86951 -7.21030 -18.55869  -0.02
O: 10.18146 -9.12260 -20.92812  -0.07
H: 11.06946 -8.86565 -20.67981  -0.02
H: 9.99079 -9.88533 -20.38211  0.02
O: 12.45684 -4.19882 -18.98186  -0.07
H: 12.68467 -4.80011 -18.27279  -0.01
H: 13.10698 -4.37302 -19.66245  0.00

=====

No. 6
Density functional theory data (ωB97M-V/def2-TZVPD) for a cluster of 2 separate species, C7H14NOS in total.

Calculated values
total charge	+1
relative energy (zero: lowest compared OMol25 entry of this formula, charge and spin)	188.8	kJ/mol
multiplicity	1

Last column: Löwdin charge in e.
Cartesian coordinates (Å):
C: -1.17584 1.18552 0.48731  -0.14
C: -0.52624 -2.33378 0.51433  -0.12
C: 0.42700 -1.38954 1.19987  -0.13
C: -0.74442 -1.78174 -0.94861  -0.13
C: 0.88651 -0.40037 0.05592  -0.61
C: 0.62985 2.57626 -0.33529  -0.10
C: 0.07946 1.58727 0.54388  -0.26
N: 0.29984 -0.81203 -1.11797  0.00
O: -1.88728 1.38966 -0.61854  0.10
S: 2.53835 0.08051 -0.09254  0.93
H: -1.70213 0.44056 1.10118  0.16
H: -0.15897 -3.34607 0.50690  0.10
H: -1.56458 -2.35341 1.14812  0.17
H: 0.02062 -0.81289 1.95454  0.09
H: 1.30629 -1.90438 1.46895  0.10
H: -0.45641 -2.47059 -1.75433  0.14
H: -1.69077 -1.41299 -0.97985  0.08
H: 0.59552 3.58627 0.02727  0.10
H: 0.32758 2.58723 -1.33392  0.07
H: 1.79914 2.48270 -0.32504  0.09
H: 0.76976 1.55487 1.33543  0.09
H: 0.69458 -0.81150 -2.04968  0.16
H: -1.62556 2.02323 -1.27509  0.11
H: 2.56625 0.92022 1.03683  -0.02